A cluster of 2 separate species, C2H9N3O in total, computed with ωB97M-V/def2-TZVPD.

- Kohn-Sham gap: 0.355 hartree
- HOMO: -8.96 eV
- SMILES: [H]/N=C(\N)NC.O
- E_tot: -321.0797 a.u.
- ΔE to the lowest compared entry with this formula, charge and spin: 32.7 kcal/mol
- Strongest force on any atom: 4.5 eV Å⁻¹
- Spin multiplicity: 1

```
15
Properties=species:S:1:pos:R:3:lowdin_charge:R:1
C -0.511 0.984 1.704 -0.109
N -0.756 1.246 0.275 -0.040
C -0.569 0.257 -0.751 -0.470
N -1.634 -0.138 -1.537 0.149
N 0.571 -0.414 -0.675 0.074
H 0.548 0.621 1.937 0.090
H -1.165 0.137 2.092 0.087
H -0.652 1.888 2.317 0.072
H -1.509 1.790 0.033 0.065
H -2.551 0.244 -1.400 0.098
H -1.427 -0.888 -2.070 0.049
H 0.796 -1.123 -1.382 0.046
H 3.668 -1.395 0.142 0.038
H 2.234 -1.283 -0.419 -0.044
O 2.956 -1.925 -0.265 -0.106
```